# 1
DFT (ωB97M-V/def2-TZVPD) results for C4H7NO as an isolated structure.

Summary:
HOMO-LUMO gap (spin up / spin down) (eV): 8.281 / 6.668
Molar mass (g mol⁻¹): 85.106
Energy relative to the best compared isomer or geometry (same formula, charge and spin) (kcal per mole): 127.8
HOMO level (spin up / spin down) (eV): -7.5 / -6.8
Calculated total energy (eV): -7794.103

Element x y z (Å)
C: -1.70926 0.46136 -0.24230
N: -0.39212 -0.16590 -0.12664
C: -0.27126 -1.51464 -0.09282
C: 2.03455 0.45656 0.23431
C: 0.64801 0.66283 -0.02299
O: 0.76292 1.82810 0.52503
H: -1.84291 1.13692 0.60867
H: -1.78517 1.03468 -1.16895
H: -2.46792 -0.32127 -0.20828
H: -0.93790 -2.10755 -0.71088
H: 0.66720 -1.90249 0.28158
H: 2.36647 0.42968 1.26903
H: 2.80217 0.55962 -0.53224

Atoms 1-2, force components in eV/Å:
C -0.158 0.061 0.149
N -0.705 0.882 -0.513


# 2
DFT (ωB97M-V/def2-TZVPD) results for one molecule with the formula C6H13NO.

Summary:
HOMO-LUMO gap (eV): 9.365
Molar mass (g mol⁻¹): 115.176
Energy relative to the best compared isomer or geometry (same formula, charge and spin) (kcal per mole): 45.4
HOMO level (eV): -8.4
Calculated total energy (eV): -9969.205
SMILES: CCCN[C@H](C)C=O

Element x y z (Å)
C: 2.68071 -1.86003 1.45632
C: 1.58287 -0.81171 1.57098
C: 0.42625 -0.95426 0.58896
N: 0.39272 0.17591 -0.36842
C: -0.83540 0.42992 -1.05413
C: -0.52979 1.05648 -2.47503
C: -1.86601 1.28366 -0.31272
O: -2.40872 0.88341 0.69142
H: 2.33855 -2.80125 1.90704
H: 3.49736 -1.62819 2.14508
H: 2.96901 -2.08146 0.43067
H: 1.21473 -0.86662 2.60105
H: 2.05872 0.16605 1.46551
H: 0.57615 -1.88001 0.01910
H: -0.56874 -1.01722 1.03426
H: 0.94583 0.93353 0.00241
H: -1.24461 -0.54358 -1.33603
H: -1.47248 1.46311 -2.83232
H: -0.02474 0.28932 -3.04968
H: 0.22395 1.81288 -2.25794
H: -2.21164 2.22819 -0.76576

Atoms 1-2, force components in eV/Å:
C -0.461 -0.850 0.868
C 0.097 0.022 0.544


# 3
DFT (ωB97M-V/def2-TZVPD) results for an isolated ion of composition C5H14N2O7PS2 and charge -1.

Summary:
HOMO-LUMO gap (eV): 8.469
Molar mass (g mol⁻¹): 309.282
Charge: -1
HOMO level (eV): -6.1
Calculated total energy (eV): -53681.567
SMILES: NCCCCS(=O)(=O)N=[S@@](=O)([O-])CP(=O)(O)O

Element x y z (Å)
N: 4.30130 -0.12994 1.22172
C: 3.42088 1.12290 1.02951
C: 1.98649 0.53645 0.41630
C: 0.99108 1.73693 -0.14456
C: -0.20497 1.12431 -1.08344
S: -1.88719 1.91221 -0.84505
O: -2.80744 1.59829 -2.07647
O: -1.64720 3.47140 -0.91249
N: -2.63800 1.61112 0.70108
S: -2.45524 -0.08060 1.19043
O: -1.05181 -0.20482 1.81431
O: -3.47476 -0.26177 2.38267
C: -2.91938 -1.32426 -0.10159
P: -1.61484 -2.57211 -0.64764
O: -2.12120 -4.07320 -0.39309
O: -1.40891 -2.36832 -2.40031
O: -0.03398 -2.42969 0.04309
H: 3.76408 -0.81787 1.83078
H: 4.34009 -0.63410 0.28532
H: 3.25126 1.53406 2.13725
H: 3.92440 1.92649 0.33304
H: 1.50622 -0.08180 1.31115
H: 2.23815 -0.27343 -0.41603
H: 1.68412 2.41732 -0.83587
H: 0.60394 2.45978 0.70955
H: -0.22953 -0.04133 -0.98706
H: 0.11088 1.34957 -2.21238
H: -3.31736 -0.75094 -1.06007
H: -3.86154 -1.93966 0.29754
H: -0.49479 -1.97701 -2.54138
H: 0.04525 -2.83999 0.95367

Atoms 1-2, force components in eV/Å:
N -0.991 -0.272 -0.831
C -1.149 -1.347 0.436


# 4
DFT (ωB97M-V/def2-TZVPD) results for C28H21AsBF4N5O7Pt as an isolated structure.

Summary:
HOMO-LUMO gap (spin up / spin down) (eV): 7.529 / 6.890
Molar mass (g mol⁻¹): 896.308
Expectation value of S²: 2.007
HOMO level (spin up / spin down) (eV): -8.5 / -8.8
Calculated total energy (eV): -126789.208
2S+1: 3

Element x y z (Å)
Pt: 0.31772 0.30548 0.28982
C: 1.08048 1.95593 3.25405
C: -0.32914 1.53403 3.05908
N: -0.83290 1.01075 1.95985
C: -2.14795 0.69645 2.20386
C: -2.44791 1.05067 3.47716
N: -1.28908 1.57829 4.00575
H: 1.53281 2.17441 2.28684
H: 1.65618 1.15678 3.72189
H: 1.14435 2.84953 3.87450
H: -2.75812 0.23655 1.44663
H: -3.35675 0.98319 4.04550
H: -1.16311 1.92761 4.93875
O: 1.70178 -5.96512 -3.01946
N: 2.10124 -5.51946 -1.96075
O: 3.11997 -5.85976 -1.39374
C: 1.30518 -4.45933 -1.33732
C: 1.76747 -3.87138 -0.17594
C: 1.01570 -2.85757 0.38110
C: -0.20618 -2.37659 -0.18118
O: -0.90822 -1.45163 0.38059
C: -0.59872 -3.03847 -1.37931
C: 0.12748 -4.06158 -1.94552
N: -1.82134 -2.62815 -2.08597
O: -2.34173 -3.45319 -2.80965
O: -2.22823 -1.49685 -1.93336
N: 1.54787 -2.26692 1.60499
O: 2.28889 -2.93273 2.28286
O: 1.24764 -1.10307 1.91848
H: 2.69844 -4.18403 0.27002
H: -0.21487 -4.53320 -2.85420
F: 2.50310 -0.38577 -0.45127
B: 2.70269 -0.67858 -1.87759
F: 1.42070 -0.52194 -2.46502
F: 3.13756 -1.98473 -1.98513
F: 3.59852 0.23277 -2.38290
C: 2.64175 4.94340 -2.76903
C: 3.01756 3.92457 -1.90851
C: 2.10459 2.93878 -1.55782
C: 0.81913 2.98165 -2.07290
C: 0.44063 3.99958 -2.94474
C: 1.35378 4.98043 -3.29059
As: -0.45870 1.63505 -1.56797
C: -2.06466 2.59754 -1.13541
C: -2.31345 3.39196 -0.02901
C: -3.56652 3.96913 0.11875
C: -4.55418 3.73913 -0.83067
C: -4.30429 2.94450 -1.93887
C: -3.04793 2.37052 -2.10375
C: -2.62468 1.52295 -3.23918
C: -3.41528 1.19008 -4.33378
C: -2.89241 0.39400 -5.33950
C: -1.58510 -0.06876 -5.27059
C: -0.78176 0.25432 -4.18702
C: -1.31278 1.04328 -3.18157
H: 3.35624 5.70774 -3.04453
H: 4.02668 3.87930 -1.52280
H: 2.42322 2.11761 -0.92433
H: -0.56364 4.02546 -3.35455
H: 1.06518 5.76964 -3.97228
H: -1.54349 3.56032 0.71450
H: -3.77594 4.59699 0.97474
H: -5.53119 4.18697 -0.70508
H: -5.08601 2.77828 -2.66732
H: -4.43549 1.54372 -4.40444
H: -3.51012 0.13051 -6.18737
H: -1.18932 -0.69078 -6.06208
H: 0.23311 -0.11857 -4.11417

Atoms 1-2, force components in eV/Å:
Pt 0.119 -0.004 0.053
C 0.025 0.037 0.016


# 5
DFT (ωB97M-V/def2-TZVPD) results for C31H37FeN2O2 as an isolated structure.

Summary:
HOMO-LUMO gap (spin up / spin down) (eV): 6.135 / 4.135
Molar mass (g mol⁻¹): 525.494
Expectation value of S²: 6.043
Energy relative to the best compared isomer or geometry (same formula, charge and spin) (kcal per mole): 34.2
Charge: +1
HOMO level (spin up / spin down) (eV): -10.2 / -10.2
Calculated total energy (eV): -74197.137
2S+1: 5

Element x y z (Å)
C: -2.60844 0.50685 2.93807
C: -1.46478 1.03347 3.82466
C: -0.33981 0.19831 3.38934
Fe: 1.36996 0.09194 -0.19533
C: 1.39075 1.90612 -0.04199
O: 1.07942 3.02604 0.11096
C: -0.42902 0.05877 -0.50442
O: -1.57245 0.29173 -0.45964
C: 2.80043 -0.35896 1.13623
C: 3.30092 -0.43131 -0.21586
C: 2.51166 -1.38994 -0.93448
C: 1.50622 -1.89662 -0.04288
C: 1.67823 -1.25363 1.23830
H: -3.48925 0.29263 3.55353
H: -2.85717 1.21875 2.15006
H: -2.27299 -0.40368 2.43311
H: -1.67771 0.96621 4.91190
H: -0.51602 2.36198 2.48756
H: 0.50816 0.10776 4.10621
H: 3.25083 0.17968 1.96507
H: 4.18628 0.08307 -0.58602
H: 2.68227 -1.72320 -1.95444
H: 0.79877 -2.69973 -0.26288
H: 1.10102 -1.43588 2.14707
C: 4.01196 -0.16050 7.10665
C: 2.95454 0.65425 6.41536
C: 3.23378 1.36103 5.24176
C: 2.27791 2.16370 4.61477
C: 2.64742 2.90521 3.37167
C: 0.96833 2.23042 5.14946
N: -0.07538 2.92486 4.48245
C: -1.01257 2.38374 3.49689
N: -2.03238 3.47936 3.43325
C: -3.16987 3.53840 2.57069
C: -4.44538 3.13376 3.05353
C: -4.66835 2.72747 4.47931
C: -5.54704 3.10593 2.19909
C: -5.47698 3.61230 0.90455
C: -6.66417 3.59319 -0.01715
C: -4.26540 4.15828 0.48903
C: -3.11558 4.13255 1.28270
C: -1.90091 4.81056 0.72539
C: -1.43638 4.73074 3.83612
C: -0.19255 4.36428 4.61304
C: 0.70755 1.60134 6.39442
C: -0.60782 1.74584 7.08757
C: 1.67514 0.77420 6.96759
H: 3.57222 -0.75666 7.91455
H: 4.51882 -0.83673 6.41302
H: 4.77402 0.48891 7.55277
H: 4.22268 1.27121 4.78790
H: 1.87070 2.83632 2.60003
H: 2.85907 3.97533 3.55142
H: 3.56180 2.46338 2.95658
H: -4.99753 1.67986 4.54728
H: -3.76346 2.85515 5.07918
H: -5.46438 3.34245 4.92180
H: -6.49206 2.69544 2.56939
H: -6.43865 4.15550 -0.93172
H: -6.93046 2.56806 -0.30588
H: -7.55030 4.03931 0.45123
H: -4.19907 4.62230 -0.50791
H: -2.04228 4.91804 -0.35715
H: -1.78526 5.82952 1.12454
H: -0.97457 4.24699 0.87606
H: -1.16186 5.36216 2.98259
H: -2.17095 5.29315 4.42758
H: -0.26314 4.64365 5.67718
H: 0.70658 4.85406 4.19911
H: -0.45310 1.80050 8.17423
H: -1.12765 2.65924 6.77788
H: -1.25258 0.87112 6.88786
H: 1.42503 0.20888 7.87068

Atoms 1-2, force components in eV/Å:
C -0.641 0.129 -0.024
C -0.592 -1.764 -0.840


# 6
DFT (ωB97M-V/def2-TZVPD) results for C39H28N9O3SSiTeV as an isolated structure.

Summary:
HOMO-LUMO gap (spin up / spin down) (eV): 4.486 / 4.102
Molar mass (g mol⁻¹): 909.410
Expectation value of S²: 2.475
Charge: -2
HOMO level (spin up / spin down) (eV): -1.4 / -1.0
Calculated total energy (eV): -112146.660
2S+1: 3

Element x y z (Å)
V: -0.22939 -0.75814 0.31358
C: 2.31801 -4.07459 5.29135
C: 3.16160 -4.60925 4.31506
C: 3.00046 -4.29018 2.97972
C: 1.98460 -3.41229 2.63595
C: 1.54853 -2.84156 1.38489
N: 2.00646 -3.24372 0.21700
C: 1.55796 -2.73030 -0.90695
C: 1.88251 -3.29363 -2.19899
C: 2.54519 -4.44509 -2.59395
C: 2.60469 -4.72558 -3.94653
C: 2.03559 -3.86798 -4.88966
C: 1.39040 -2.70723 -4.50886
C: 1.30363 -2.43157 -3.15223
C: 0.65330 -1.38817 -2.39566
N: 0.09736 -0.34996 -2.96405
C: -0.56005 0.55791 -2.26846
N: -0.87358 0.50137 -0.94562
C: -1.74865 1.51942 -0.69016
N: -2.45930 1.70128 0.39811
C: -2.36516 0.88811 1.43270
N: -1.42403 -0.07897 1.61838
C: -1.60930 -0.60575 2.86782
N: -0.81204 -1.43326 3.50348
C: 0.21127 -2.01102 2.91921
N: 0.53455 -1.96018 1.59170
C: 1.12448 -2.87791 3.62061
C: 1.28785 -3.21472 4.95682
C: -2.78414 -0.03152 3.47246
C: -3.47104 -0.29463 4.64917
C: -4.64078 0.40062 4.89103
C: -5.11056 1.36184 3.99321
C: -4.42482 1.64640 2.82720
C: -3.26358 0.93506 2.55993
C: -1.92832 2.33347 -1.87156
C: -2.63269 3.49999 -2.12991
C: -2.58028 4.01999 -3.41047
C: -1.87569 3.37114 -4.42422
C: -1.18338 2.20164 -4.17938
C: -1.19566 1.69756 -2.88963
N: 0.78691 -1.61351 -1.05172
H: 2.48348 -4.33520 6.32946
H: 3.96100 -5.27546 4.61534
H: 3.65031 -4.69587 2.21842
H: 2.97375 -5.10868 -1.85767
H: 3.07900 -5.63797 -4.28623
H: 2.08546 -4.13617 -5.93825
H: 0.94495 -2.03925 -5.23156
H: 0.63261 -2.80039 5.70879
H: -3.10253 -1.03724 5.34076
H: -5.21616 0.19131 5.78476
H: -6.03369 1.88408 4.21663
H: -4.78548 2.38269 2.12393
H: -3.18622 3.98847 -1.34221
H: -3.08975 4.95044 -3.63049
H: -1.86194 3.80142 -5.41734
H: -0.62806 1.69699 -4.95618
O: -3.65141 -3.32990 -0.56723
N: -2.64812 -2.64758 -0.39470
O: -1.99372 -2.75811 0.65159
O: -2.27265 -1.85116 -1.26096
C: 1.25587 1.10824 3.12535
Si: 1.38916 0.89146 1.19894
C: 1.27586 2.74073 0.62378
C: 3.25584 0.44343 0.92910
H: 1.99146 1.81065 3.50978
H: 1.40080 0.16290 3.63893
H: 0.27200 1.47856 3.40359
H: 1.50454 3.42212 1.44061
H: 0.27965 2.98573 0.26398
H: 1.97871 2.94524 -0.18023
H: 3.90008 1.25247 1.26198
H: 3.46937 0.26046 -0.12056
H: 3.52691 -0.45199 1.48073
Te: 2.14011 1.91398 -3.01843
C: 1.40354 3.83408 -3.35030
C: 1.25845 4.53074 -4.51881
C: 0.63567 5.78404 -4.36995
C: 0.29255 6.04416 -3.08091
S: 0.75585 4.75950 -2.03379
H: 1.58617 4.13585 -5.46578
H: 0.43807 6.46008 -5.18865
H: -0.21443 6.90002 -2.67762

Atoms 1-2, force components in eV/Å:
V -0.075 -0.506 0.070
C -0.203 0.124 0.191


Question: Number 4 is which compound?
Answer: C28H21AsBF4N5O7Pt


Question: The highest calculated total energy belongs to which entry?
Answer: C4H7NO


Question: Which value of molar mass does entry 2 give?
Answer: 115.176 g mol⁻¹


Question: The lowest calculated total energy belongs to which entry?
Answer: C28H21AsBF4N5O7Pt